# C5H8OS2

C5H8OS2 in the gas phase at a distorted geometry (wB97M-V/def2-TZVPD, the Open Molecules 2025 dataset).

Output
F_max   0.03349 Eh/bohr
HOMO energy   -8.7 eV
Lowest unoccupied orbital energy   0.6037 eV
HOMO-LUMO gap   9.3 eV
Relative energy (zero: lowest compared OMol25 entry of this formula, charge and spin)   29.3 kcal per mole
Electronic energy   -1066.88466 Ha

Last column: natural (NBO) charge in e.
Cartesian coordinates (Å):
1 C -1.750 -0.062 0.013  -0.421
2 C -2.882 -0.621 -0.376  -0.403
3 C 0.403 1.464 0.350  -0.532
4 C 0.829 0.126 -0.203  -0.408
5 C 2.253 -0.254 0.151  -0.623
6 O -0.368 -2.299 -0.223  -0.961
7 S -1.405 1.651 0.097  0.269
8 S -0.351 -1.087 0.587  1.276
9 H -2.968 -1.695 -0.376  0.228
10 H -3.727 -0.049 -0.718  0.213
11 H 0.605 1.527 1.421  0.219
12 H 0.882 2.302 -0.156  0.241
13 H 0.662 0.063 -1.281  0.236
14 H 2.400 -0.224 1.229  0.212
15 H 2.964 0.424 -0.318  0.220
16 H 2.454 -1.265 -0.198  0.234